Below is the ion C5H12N3O2 with charge +1 at a distorted geometry, with properties calculated with the ωB97M-V functional and the def2-TZVPD basis.

Element x y z (Å)
C: 0.737 1.921 -0.826
C: -0.073 0.549 -1.250
N: -0.436 -0.357 -0.196
C: -1.768 -0.522 0.232
C: 0.706 -1.020 0.864
N: 0.299 -1.204 2.106
C: 1.994 -1.368 0.416
N: 2.205 -1.808 -0.792
O: 3.233 -1.958 -1.399
O: 1.103 -2.350 -1.393
H: -0.036 2.599 -0.495
H: 1.254 1.798 0.102
H: 1.485 2.269 -1.452
H: 0.561 0.099 -1.949
H: -1.021 0.960 -1.665
H: -2.107 -1.511 0.468
H: -1.974 0.130 1.017
H: -2.369 -0.115 -0.608
H: 0.659 -2.057 2.570
H: -0.639 -1.035 2.290
H: 2.847 -0.923 0.942
H: 1.250 -2.263 -2.342

The frontier orbital gap (spin up / spin down) comes out at 7.8 / 7.8 eV. Its SMILES is CCN(C)/C(N)=C\[N+](=O)O. The LUMO energy (spin up / spin down) is -5.3 / -5.3 eV. The energy above the lowest of the compared OMol25 structures with the same formula, charge and spin is 5.696 eV. The net charge is +1. The total energy is -13932.411 eV.

natural (NBO) population analysis, charges in e, atoms 1 to 2: C -0.619; C -0.219